[1]
C23H32N8O7RuS | the ωB97M-V functional and the def2-TZVPD basis

```
! wB97M-V def2-TZVPD RIJCOSX def2/J DEFGRID3
* xyz 2 1
Ru -0.34 -0.27 -1.14
C 1.27 -4.96 -3.78
N 0.24 -4.13 -3.18
C -1.10 -4.68 -3.08
C 0.49 -2.91 -2.69
N -0.41 -2.21 -2.05
N 1.77 -2.41 -2.88
C 2.31 -1.28 -2.32
N 3.64 -1.14 -2.48
N 1.59 -0.40 -1.69
H 1.54 -4.61 -4.79
H 0.89 -5.97 -3.88
H 2.16 -5.02 -3.15
H -1.17 -5.58 -3.68
H -1.84 -3.97 -3.46
H -1.34 -4.94 -2.04
H -1.24 -2.73 -1.82
H 2.36 -2.91 -3.53
H 4.22 -1.87 -2.84
H 4.11 -0.34 -2.08
H 2.13 0.38 -1.29
O -4.89 3.44 -0.89
C -5.25 2.24 -0.54
O -6.35 1.95 -0.15
C -4.22 1.15 -0.61
C -4.47 -0.18 -0.27
N -3.34 -0.87 -0.43
N -2.35 -0.07 -0.84
C -2.86 1.16 -0.97
C -1.93 2.23 -1.45
O -2.28 3.41 -1.45
O -0.78 1.80 -1.77
H -3.94 3.57 -1.17
H -5.39 -0.62 0.05
H -3.11 -1.84 -0.20
O 1.47 0.02 2.01
C 0.63 -0.85 2.01
N -0.12 -1.23 0.91
C -0.95 -2.27 1.22
O -1.71 -2.79 0.42
C -0.77 -2.59 2.65
C -1.40 -3.52 3.46
C -1.02 -3.55 4.80
C -0.04 -2.69 5.29
C 0.59 -1.76 4.47
C 0.21 -1.72 3.14
H -2.15 -4.19 3.07
H -1.50 -4.26 5.46
H 0.23 -2.74 6.33
H 1.36 -1.11 4.86
C 2.99 5.10 -1.26
C 3.55 3.82 -0.65
C 2.67 3.32 0.48
S 0.97 2.92 -0.17
O 0.85 1.47 0.13
C -0.13 3.80 1.02
C -0.30 3.05 2.33
C 0.92 3.08 3.25
H 3.60 5.41 -2.10
H 2.99 5.90 -0.53
H 1.97 4.94 -1.61
H 4.56 4.00 -0.26
H 3.64 3.05 -1.42
H 2.54 4.09 1.24
H 3.04 2.40 0.93
H -1.08 3.90 0.50
H 0.30 4.79 1.13
H -0.56 2.01 2.11
H -1.15 3.50 2.85
H 1.67 2.35 2.94
H 0.62 2.82 4.26
H 1.37 4.07 3.29
*
```

E_LUMO (alpha / beta) (eV): -9.34 / -9.33
Largest force on an atom (eV Å⁻¹): 3.8
Gap between HOMO and LUMO (alpha / beta) (eV): 5.13 / 5.16



[2]
C23H32NTi | the ωB97M-V functional and the def2-TZVPD basis

```
! wB97M-V def2-TZVPD RIJCOSX def2/J DEFGRID3
* xyz 1 1
C -0.03 0.25 -3.48
C 0.49 1.69 -3.71
C 0.64 -0.86 -4.30
C -1.52 0.36 -3.83
H 0.20 -0.88 -5.31
H 0.49 -1.85 -3.87
H 1.71 -0.73 -4.40
H 0.02 2.08 -4.64
H 1.57 1.75 -3.83
H 0.18 2.35 -2.89
H -1.61 0.87 -4.80
H -2.05 0.97 -3.09
H -1.98 -0.62 -3.91
C 3.14 -0.37 0.21
C 2.91 -1.15 -0.96
C 2.65 -0.23 -2.04
H 3.14 -2.21 -1.10
C 2.50 1.09 -1.44
C 2.83 0.98 -0.07
H 2.87 1.79 0.65
H 3.56 -0.75 1.13
H 2.90 -0.41 -3.08
H 2.54 2.01 -2.03
C -1.78 -0.98 -0.06
C -0.49 -1.46 0.53
C 0.09 -2.16 -0.78
H -0.72 -2.33 1.20
C -0.91 -2.19 -1.81
C -2.04 -1.46 -1.34
H -2.94 -1.25 -1.97
H -2.50 -0.45 0.54
H 0.92 -2.87 -0.77
H -0.93 -2.74 -2.76
Ti 0.55 -0.32 -1.72
C -2.02 0.69 4.27
N -2.31 0.86 2.81
C -3.60 1.62 2.62
C -1.07 1.41 2.06
C 0.14 0.54 2.30
C 0.99 0.95 3.34
C 1.91 0.08 3.92
C 2.15 -1.14 3.30
C 1.45 -1.44 2.13
C 0.40 -0.69 1.61
H -1.68 1.66 4.65
H -1.25 -0.07 4.38
H -2.94 0.38 4.78
H -2.47 -0.08 2.42
H -3.49 2.64 3.03
H -3.85 1.66 1.55
H -4.39 1.08 3.17
H -1.33 1.49 1.00
H -0.94 2.42 2.48
H 0.91 1.95 3.76
H 2.45 0.34 4.82
H 2.87 -1.87 3.69
H 1.67 -2.40 1.64
*
```

E_LUMO (alpha / beta) (eV): -2.60 / -2.59
Largest force on an atom (eV Å⁻¹): 3.5
Gap between HOMO and LUMO (alpha / beta) (eV): 6.24 / 6.20



[3]
C23H33Be2Br5FLi2N4O14S | the ωB97M-V functional and the def2-TZVPD basis

```
! wB97M-V def2-TZVPD RIJCOSX def2/J DEFGRID3
* xyz 1 1
C -6.86 -0.49 -3.23
C -5.37 -0.84 -3.33
C -4.68 0.07 -4.37
O -3.55 0.80 -3.88
C -2.42 0.10 -3.57
C -1.94 -0.96 -4.57
C -2.56 -2.34 -4.38
O -2.45 -3.17 -5.22
O -2.41 -0.57 -2.26
C -1.12 -0.61 -1.85
O -0.69 -1.42 -1.10
O -0.44 0.39 -2.42
C -1.33 1.16 -3.24
C -1.85 2.42 -2.52
C -2.57 2.14 -1.19
C -1.59 1.87 -0.05
C -0.91 3.14 0.52
S -0.94 3.02 2.33
C 0.03 1.59 2.52
N 1.31 1.57 2.79
N 1.73 0.24 2.85
C 0.67 -0.48 2.62
O -0.46 0.28 2.41
C -0.64 1.69 -4.52
C 0.86 1.88 -4.41
C 1.68 1.59 -5.64
N 1.48 2.29 -3.37
H -7.02 0.46 -2.73
H -7.35 -1.25 -2.62
H -7.34 -0.52 -4.21
H -5.30 -1.88 -3.67
H -4.93 -0.69 -2.35
H -5.41 0.84 -4.62
H -4.47 -0.45 -5.31
H -0.87 -1.11 -4.48
H -2.20 -0.67 -5.59
H -3.14 -2.57 -3.47
H -2.51 2.98 -3.17
H -1.02 3.09 -2.30
H -3.15 3.03 -0.92
H -3.30 1.34 -1.28
H -2.08 1.33 0.77
H -0.79 1.21 -0.38
H 0.10 3.28 0.15
H -1.51 4.01 0.24
H 0.66 -1.60 2.62
H -0.83 1.07 -5.39
H -1.06 2.67 -4.75
H 1.06 1.79 -6.52
H 2.03 0.56 -5.64
H 2.49 2.30 -5.69
H 0.84 2.47 -2.61
Li -1.83 -1.18 2.19
F 1.62 4.27 -4.60
C 4.40 0.92 -3.77
O 3.83 -0.15 -3.97
O 4.87 1.29 -2.66
O 4.60 1.81 -4.63
Br 1.50 -1.84 6.08
C 3.38 -1.44 5.67
C 4.24 -1.62 6.89
Br 4.01 -0.12 8.12
H 3.41 -0.43 5.27
H 3.66 -2.15 4.89
H 5.29 -1.61 6.60
H 4.02 -2.52 7.44
Be 1.07 -3.33 1.20
Be 1.19 -3.09 3.63
C 6.96 0.83 -0.18
Br 8.18 -0.66 -0.16
Br 5.41 0.47 0.91
Br 7.82 2.47 0.35
H 6.62 0.96 -1.19
C 0.67 -0.14 10.11
N -0.49 -0.84 9.48
O -0.71 -0.71 8.26
O -1.17 -1.52 10.18
H 1.20 0.43 9.35
H 0.27 0.51 10.88
H 1.31 -0.90 10.53
C 2.15 -6.77 2.27
O 1.99 -5.54 2.35
O 2.97 -7.42 2.96
O 1.51 -7.53 1.50
Li 0.15 0.52 7.01
*
```

E_LUMO (eV): -6.56
Largest force on an atom (eV Å⁻¹): 2.5
Gap between HOMO and LUMO (eV): 1.31